C2H2ClO3P | ωB97M-V with the def2-TZVPD basis set

Properties
multiplicity: 1
frontier orbital gap (spin up / spin down): 8.11 / 8.11 eV
relative energy (zero: lowest compared OMol25 entry of this formula, charge and spin): 170.4 kcal per mole
highest occupied orbital energy (spin up / spin down): -0.35034 / -0.35033 hartree
maximum force: 5.76 eV Å⁻¹

```
9
Properties=species:S:1:pos:R:3:forces:R:3
C -1.522384 -0.051244 0.133490 4.682 -2.871 -1.748
C 0.185863 -1.336688 -0.541202 -2.273 2.132 2.447
O 2.484908 -0.153522 0.736424 -0.267 -0.268 -0.034
O -1.103833 0.672783 1.065479 -3.901 0.858 0.311
O 0.221206 0.688356 1.393585 0.925 -0.826 -0.016
P 1.145689 -0.004062 0.173562 0.652 -0.049 -1.555
Cl 1.108252 1.584185 -1.161250 0.065 0.024 0.103
H -2.563289 -0.165381 -0.193279 0.064 0.810 0.887
H 0.043587 -1.234428 -1.606809 0.054 0.189 -0.395
```
Forces are in eV/Å.

Mulliken population analysis, charges in e, atoms 1 to 2: atom 1 (C): -0.03, atom 2 (C): -0.45

Cl2HgO12S | ωB97M-V with the def2-TZVPD basis set

Properties
multiplicity: 1
frontier orbital gap: 5.16 eV
relative energy (zero: lowest compared OMol25 entry of this formula, charge and spin): 0.0 kcal per mole
highest occupied orbital energy: -0.13423 hartree
maximum force: 3.81 eV Å⁻¹
charge: -2

```
16
Properties=species:S:1:pos:R:3:forces:R:3
Hg 10.213923 -27.842135 10.625715 -1.900 -0.025 -1.528
S 10.083620 -30.666138 9.240479 -1.236 -3.210 0.748
O 8.692124 -30.718524 9.671802 0.364 0.813 0.340
O 10.559233 -29.185167 9.090393 0.576 2.333 0.001
O 10.989796 -31.230296 10.244014 0.048 0.135 -0.329
O 10.210179 -31.196099 7.886101 0.786 0.606 0.227
Cl 9.637877 -22.296852 11.321387 2.279 -0.318 0.329
O 8.887277 -21.452223 10.437576 -0.837 0.315 0.364
O 9.968407 -21.652810 12.589450 -0.506 0.500 -0.395
O 8.950884 -23.519495 11.644508 -0.278 0.000 -0.478
O 10.907617 -22.567414 10.639276 -0.501 -0.382 0.321
Cl 7.480046 -26.332952 9.410762 1.243 -0.136 -3.596
O 7.670275 -27.648956 8.851149 -0.473 -0.271 0.777
O 6.103159 -26.034782 9.630973 0.151 -0.070 0.906
O 8.288468 -26.252268 10.640645 0.757 -0.664 1.904
O 8.071623 -25.404927 8.484212 -0.473 0.375 0.410
```
Forces are in eV/Å.

Mulliken population analysis, charges in e, atoms 1 to 2: atom 1 (Hg): 1.29, atom 2 (S): 1.19

C52H83ClN2O22S | ωB97M-V with the def2-TZVPD basis set

Properties
structure (SMILES): C#CC[C@H]1[C@@H](CCCN)S(=O)(=O)O[C@](Cl)(CCCCn2cccc2)[C@@]1(O)CCCCCCCCCC.C[C@@H]1COC(=O)O1.C[C@@H]1COC(=O)O1.C[C@@H]1COC(=O)O1.C[C@@H]1COC(=O)O1.C[C@@H]1COC(=O)O1.C[C@@H]1COC(=O)O1
multiplicity: 1
frontier orbital gap: 8.43 eV
highest occupied orbital energy: -0.30697 hartree
maximum force: 3.35 eV Å⁻¹

```
161
Properties=species:S:1:pos:R:3:forces:R:3
C 1.410193 -3.474827 1.152430 0.501 -0.170 0.124
C 2.133270 -3.063784 0.283334 0.032 0.348 -0.108
C 3.123137 -2.472734 -0.646379 0.376 -0.435 0.416
C 3.539789 -1.041892 -0.226420 -0.168 0.718 0.140
C 5.003691 -0.672033 -0.606180 -1.317 -0.299 -1.129
C 5.359360 -0.592428 -2.104494 0.654 -0.104 -0.218
C 5.476833 -1.945384 -2.841754 -0.040 0.224 0.034
C 6.455706 -2.954617 -2.205641 -0.479 -0.053 -0.801
N 7.107574 -3.682965 -3.304786 0.210 0.323 0.302
S 5.399955 0.849665 0.291728 2.811 -0.642 1.714
O 5.995522 0.436905 1.532771 -1.089 -0.276 0.343
O 6.277669 1.723765 -0.423212 -1.174 0.319 -0.962
O 3.975798 1.508590 0.704744 0.526 -0.417 -1.305
C 2.975946 1.493308 -0.319277 -1.413 0.910 0.013
Cl 3.576777 2.297222 -1.841709 0.179 -0.387 0.209
C 1.848072 2.403765 0.251819 0.571 0.041 0.064
C 2.024087 3.917185 0.003599 -0.451 -0.146 1.106
C 1.221831 4.688064 1.099301 -0.229 0.011 -0.468
C -0.069998 5.325423 0.548768 0.549 -0.344 0.471
N -0.967928 4.302039 0.027415 0.158 0.638 0.112
C -1.434690 4.316089 -1.250800 -0.917 -0.758 -1.626
C -2.222514 3.208645 -1.478067 0.177 -0.370 1.376
C -2.237857 2.482239 -0.229981 0.128 0.577 -0.785
C -1.464965 3.195849 0.663375 -0.594 -1.096 -0.214
C 2.457195 0.045977 -0.597050 -0.086 -1.043 0.082
O 1.401446 -0.165150 0.359876 0.157 0.205 -0.196
C 1.835043 -0.147126 -1.990077 -0.252 0.659 -0.331
C 0.701917 0.838110 -2.370267 -0.081 -0.502 -0.724
C 0.428960 0.671335 -3.889956 -0.114 0.471 0.208
C -1.031303 1.014850 -4.280428 0.632 -0.035 -0.951
C -1.636827 0.081402 -5.352542 -0.976 -0.098 0.710
C -2.277943 -1.188430 -4.705786 1.233 0.590 -0.613
C -1.300114 -2.377169 -4.630635 -1.144 -0.545 0.637
C -1.847868 -3.386691 -3.556681 1.282 1.127 -0.880
C -1.383247 -2.917352 -2.164449 -1.147 -0.977 0.632
C -2.237577 -3.659752 -1.089917 0.370 0.798 -0.549
H 1.003786 -3.890672 2.050964 -0.264 0.133 -0.358
H 4.021165 -3.102135 -0.544296 -0.214 0.089 -0.127
H 2.811225 -2.571153 -1.687989 0.000 0.101 0.166
H 3.519664 -1.049002 0.874939 0.018 0.032 -0.269
H 5.643551 -1.447987 -0.166017 0.065 0.535 0.235
H 4.710662 0.059875 -2.693786 -0.026 -0.028 0.392
H 6.361266 -0.137342 -2.157359 -0.289 -0.007 0.032
H 5.885071 -1.709507 -3.835758 -0.061 -0.033 0.248
H 4.488864 -2.383260 -3.040805 0.253 -0.071 0.178
H 5.913084 -3.660578 -1.550856 0.201 0.397 0.193
H 7.207917 -2.383194 -1.642236 -0.083 -0.351 0.002
H 7.725264 -4.398156 -2.940512 -0.124 -0.070 -0.110
H 6.404712 -4.113757 -3.897887 0.122 -0.114 0.160
H 1.862050 2.203822 1.331525 -0.043 -0.010 -0.257
H 0.863674 2.099677 -0.105941 0.265 -0.082 0.023
H 3.066305 4.242246 0.088661 -0.137 -0.267 -0.315
H 1.615757 4.149425 -0.987185 0.329 0.153 0.153
H 1.855699 5.452590 1.570890 -0.211 -0.016 -0.191
H 0.920678 4.005421 1.907827 0.150 0.124 -0.156
H -0.526257 5.895020 1.369027 -0.199 -0.009 -0.394
H 0.149853 5.996184 -0.288400 -0.040 -0.029 0.246
H -1.253809 5.032722 -2.045777 0.479 0.354 0.751
H -2.744609 2.927785 -2.383304 0.176 0.194 0.090
H -2.755424 1.545658 -0.058591 0.093 0.217 0.170
H -1.304636 2.892747 1.688401 0.345 0.554 -0.105
H 0.814887 -0.829332 -0.022152 -0.010 -0.008 0.218
H 1.384198 -1.150577 -2.058519 0.183 0.182 0.230
H 2.565425 -0.107784 -2.809442 0.131 -0.010 0.428
H 0.944487 1.886034 -2.178004 0.005 -0.227 0.036
H -0.232803 0.618724 -1.833221 0.336 -0.002 0.091
H 1.095349 1.359545 -4.435253 -0.044 -0.255 0.138
H 0.722593 -0.330719 -4.233147 -0.256 0.131 0.222
H -1.671266 1.019774 -3.389586 0.060 0.074 -0.258
H -1.012080 2.021707 -4.725003 -0.193 -0.071 0.448
H -2.468087 0.618717 -5.835777 0.351 -0.002 -0.016
H -0.912909 -0.177873 -6.138823 -0.086 0.053 0.218
H -3.178724 -1.436749 -5.280554 0.199 -0.324 0.215
H -2.603069 -0.922033 -3.697040 -0.054 -0.061 -0.224
H -1.217835 -2.849981 -5.620019 0.090 0.088 0.206
H -0.297957 -2.094361 -4.285896 -0.160 0.166 -0.307
H -2.942171 -3.386535 -3.628648 0.191 -0.289 0.121
H -1.414803 -4.360684 -3.814787 -0.391 -0.132 0.426
H -1.572762 -1.844269 -2.016004 0.264 -0.115 -0.287
H -0.321898 -3.144302 -1.992028 -0.134 0.185 -0.193
H -2.096381 -4.739141 -1.216304 -0.140 0.146 0.336
H -1.979570 -3.305989 -0.083442 0.015 -0.394 -0.097
H -3.286587 -3.390823 -1.280938 0.152 -0.301 0.137
C 0.510978 -6.952567 -5.424518 0.001 -0.001 0.143
C 1.518257 -5.869313 -5.719211 -0.556 -0.494 0.012
C 2.404990 -6.157236 -6.902009 0.013 0.147 -0.302
O 3.590468 -5.420961 -6.574609 0.006 -0.071 0.182
C 3.654071 -5.363259 -5.221387 0.043 -0.034 0.058
O 4.619655 -5.021114 -4.612154 -0.092 0.063 0.019
O 2.488629 -5.752629 -4.660702 0.271 0.233 -0.244
H -0.041625 -6.721584 -4.518972 -0.064 0.030 -0.037
H -0.194732 -7.059791 -6.250729 0.067 0.107 -0.052
H 1.005071 -7.908005 -5.253675 0.035 0.031 -0.041
H 1.017222 -4.901285 -5.821699 0.110 0.034 -0.031
H 1.984286 -5.814913 -7.845106 0.168 0.136 0.009
H 2.670158 -7.213788 -6.989486 -0.102 -0.021 0.101
C -7.504863 -2.644696 0.429676 -0.030 -0.251 -0.311
C -6.251650 -1.863538 0.119615 -0.544 -0.261 0.238
C -6.424364 -0.366549 0.174698 0.115 0.227 0.260
O -5.420276 0.083768 -0.741681 -0.068 -0.201 -0.121
C -5.246622 -0.905717 -1.654645 0.067 0.063 -0.081
O -4.648325 -0.780870 -2.673759 -0.058 -0.042 0.084
O -5.846750 -2.052823 -1.246560 0.180 0.284 0.022
H -7.331030 -3.713037 0.299213 0.037 0.015 0.102
H -7.829608 -2.465310 1.454840 0.058 0.024 0.004
H -8.311442 -2.368686 -0.251217 0.023 0.108 0.039
H -5.430049 -2.194129 0.762003 0.053 0.090 -0.034
H -6.256061 0.047148 1.166779 0.165 0.102 -0.099
H -7.399240 -0.034887 -0.191649 -0.035 -0.136 0.006
C -2.629361 7.284704 5.158276 -0.317 0.050 0.224
C -2.419811 5.802004 4.994800 -0.008 0.735 0.106
C -1.879052 5.406832 3.646921 0.318 -0.108 -0.089
O -2.374098 4.071810 3.497523 -0.261 0.091 0.279
C -3.530104 4.004477 4.212826 -0.121 0.011 -0.029
O -4.313346 3.112128 4.138439 0.077 0.054 -0.176
O -3.667864 5.083703 5.016986 0.170 -0.368 -0.222
H -3.090795 7.503641 6.121602 0.102 -0.028 0.028
H -1.676777 7.813938 5.092091 -0.282 -0.178 0.057
H -3.303015 7.669785 4.390464 0.087 -0.051 -0.083
H -1.796134 5.414977 5.806089 -0.004 -0.102 -0.060
H -0.790685 5.420110 3.605810 -0.022 -0.203 0.001
H -2.278053 6.015460 2.830925 -0.068 0.083 0.109
C -4.264054 1.293008 6.529581 -0.213 0.204 0.411
C -2.902567 1.253870 7.177242 -0.615 -0.104 -0.343
C -2.530879 -0.083195 7.765211 0.269 -0.208 -0.083
O -1.625194 0.287421 8.810708 -0.172 0.136 0.004
C -1.981634 1.536122 9.217016 0.041 0.102 0.129
O -1.584254 2.059842 10.204872 0.024 0.008 -0.025
O -2.853824 2.097840 8.340173 0.293 -0.205 0.092
H -4.497704 2.298059 6.195789 0.006 -0.048 -0.110
H -4.305372 0.622946 5.671063 0.069 0.056 -0.035
H -5.041143 1.006265 7.241601 0.115 -0.141 0.053
H -2.140135 1.605787 6.474823 0.070 -0.056 0.058
H -2.045086 -0.743653 7.049667 0.158 0.027 0.125
H -3.381483 -0.602808 8.213896 -0.087 0.101 -0.072
C -0.963284 -9.275256 1.337234 -0.249 -0.167 -0.262
C 0.236084 -8.906410 0.499044 -0.456 -0.114 0.464
C 0.661794 -7.465480 0.625727 0.270 0.153 0.187
O 1.279508 -7.223268 -0.640924 -0.177 -0.114 -0.067
C 0.683629 -8.050294 -1.534825 0.054 0.034 -0.129
O 0.800672 -7.957717 -2.713766 -0.005 -0.145 0.173
O -0.065247 -8.990398 -0.903185 0.264 0.218 -0.064
H -1.263334 -10.305091 1.142649 0.080 -0.015 0.077
H -0.740941 -9.170253 2.399457 0.058 -0.002 -0.023
H -1.817609 -8.643184 1.089332 0.077 0.087 0.023
H 1.066710 -9.587320 0.705650 0.060 0.074 -0.047
H 1.366487 -7.297881 1.437822 0.125 0.051 -0.163
H -0.181950 -6.778262 0.734435 -0.073 -0.109 0.025
C 3.379450 9.574019 3.463650 0.059 0.361 0.114
C 2.178044 9.134309 4.263531 0.533 0.091 -0.377
C 1.042295 8.597092 3.429497 -0.140 -0.314 -0.036
O -0.097282 8.885753 4.250440 0.431 0.275 -0.143
C 0.221899 9.988579 4.991362 -0.024 0.218 0.149
O -0.562446 10.623706 5.611980 -0.040 -0.068 0.009
O 1.549786 10.251527 4.913468 -0.321 -0.254 -0.030
H 4.130017 10.019262 4.116474 0.024 -0.112 0.013
H 3.827718 8.728915 2.940421 -0.030 -0.030 0.045
H 3.100862 10.335813 2.733871 -0.078 -0.079 -0.032
H 2.477727 8.420870 5.036555 -0.105 -0.025 0.003
H 1.122252 7.527248 3.240388 -0.155 -0.004 0.111
H 0.923143 9.121267 2.477787 0.132 0.055 0.028
```
Forces are in eV/Å.

Mulliken population analysis, charges in e, atoms 1 to 2: atom 1 (C): -0.28, atom 2 (C): -1.39

| no. | E_tot (Ha) |
| --- | --- |
| 1 | -1104.44408 |
| 2 | -2374.36068 |
| 3 | -4654.38670 |